Molecular formula: C22H48O3
Method: DFT, ωB97M-V with the def2-TZVPD basis set

Last column: Mulliken charge in e.
Cartesian coordinates (Å):
C: 5.18280 -5.80801 -1.39105  -0.7255
O: 4.75557 -4.80907 -0.49713  -0.3222
C: 5.17080 -3.50596 -0.83624  -0.6154
C: 4.79336 -3.03128 -2.22652  -1.0263
C: 3.27604 -2.87134 -2.46336  0.3274
C: 2.77329 -1.58641 -1.82232  -0.6965
C: 1.25657 -1.39066 -1.77314  -0.9611
C: 0.39271 -2.57955 -1.33092  -0.8859
C: 0.90902 -3.41665 -0.13605  -0.0042
C: 0.77441 -4.88144 -0.45415  0.1723
O: 1.66024 -5.70327 -0.47141  -0.5193
O: -0.53266 -5.22317 -0.72559  -0.3518
C: -0.74382 -5.87063 -1.97731  -0.6865
H: 4.86961 -6.75803 -0.96402  0.2400
H: 6.27348 -5.79670 -1.48056  0.3610
H: 4.70804 -5.72663 -2.37077  0.2558
H: 6.25517 -3.41090 -0.68739  0.3880
H: 4.70897 -2.85877 -0.08948  0.3305
H: 5.25129 -3.63848 -3.00626  0.4401
H: 5.23807 -2.03645 -2.33688  0.4290
H: 3.14158 -2.85456 -3.54670  0.3091
H: 2.76769 -3.75676 -2.08080  -0.2324
H: 3.23061 -0.74635 -2.34884  0.4959
H: 3.16104 -1.52891 -0.80139  0.1877
H: 0.92302 -1.13899 -2.78409  0.4335
H: 1.05109 -0.50432 -1.17079  0.2913
H: -0.56893 -2.15742 -1.03969  0.5567
H: 0.18679 -3.20847 -2.19327  0.3411
H: 0.24841 -3.23967 0.71641  0.2529
H: 1.91369 -3.16348 0.18451  0.3964
H: -1.42296 -6.70602 -1.83762  0.2600
H: 0.18967 -6.23318 -2.40336  0.3140
H: -1.19663 -5.16049 -2.67051  0.2415
C: -3.69614 0.47384 3.55357  -1.4333
C: -2.67155 1.30554 2.78781  -0.0508
C: -2.12144 0.60108 1.54915  -0.7084
C: -1.35840 -0.69312 1.83070  0.4506
C: -0.16513 -0.54992 2.77327  -0.5969
C: 0.92381 0.37391 2.23446  -0.7033
H: -3.26220 -0.45050 3.93764  0.3178
H: -4.08524 1.03042 4.40718  0.4245
H: -4.54078 0.21161 2.91327  0.3014
H: -1.85464 1.59246 3.45603  0.3007
H: -3.14486 2.23834 2.46913  0.0768
H: -1.47304 1.29472 1.00558  0.1616
H: -2.95099 0.37540 0.87138  0.3983
H: -1.00611 -1.09895 0.87643  -0.6741
H: -2.04488 -1.44046 2.23856  0.3953
H: 0.26504 -1.54131 2.94044  0.4124
H: -0.49686 -0.19426 3.75231  0.3774
H: 1.29540 0.01460 1.27141  0.0024
H: 1.76862 0.41924 2.92289  0.4073
H: 0.55808 1.39301 2.09711  0.1179
C: -0.90508 4.61897 1.34572  -1.0152
C: -2.35404 5.09494 1.37036  -0.4886
C: -3.11687 4.78390 0.08395  -0.4537
C: -2.56064 5.45396 -1.17337  -0.8097
C: -2.48003 6.97808 -1.10742  -0.4009
C: -3.83832 7.65198 -0.93505  -1.1913
H: -0.32698 5.11396 0.56406  0.3590
H: -0.41626 4.83080 2.29790  0.3893
H: -0.85384 3.54117 1.17525  0.0442
H: -2.38496 6.16708 1.58247  0.3765
H: -2.86906 4.60680 2.20193  0.3652
H: -4.16470 5.06759 0.21643  0.3632
H: -3.11823 3.69984 -0.07305  0.2153
H: -3.18810 5.16866 -2.02365  0.3955
H: -1.56528 5.05583 -1.38961  0.3144
H: -2.02120 7.33989 -2.03117  0.3808
H: -1.81387 7.28600 -0.29690  0.2271
H: -4.50965 7.38712 -1.75445  0.2916
H: -3.73285 8.73758 -0.92657  0.3815
H: -4.31677 7.36221 0.00156  0.2813

Properties
SMILES = COCCCCCCCC(=O)OC.CCCCCC.CCCCCC
maximum force = 0.023 Eh/bohr
energy above the lowest of the compared OMol25 structures with the same formula, charge and spin = 0.0 kcal per mole
M = 360.62 g/mol
charge = 0



Molecular formula: C22H49BaN3O18Sr
Method: DFT, ωB97M-V with the def2-TZVPD basis set

Last column: Mulliken charge in e.
Cartesian coordinates (Å):
Sr: 1.31819 2.16663 -2.05224  1.6036
Ba: 3.75644 1.53210 1.62305  1.8788
O: 3.02919 5.92789 0.15547  -0.4822
C: 3.10761 4.68165 0.48621  0.5803
O: 2.34691 3.87728 0.03350  -0.1614
O: 4.01775 4.33183 1.29613  -0.8310
H: 3.57683 6.47824 0.72010  0.3430
O: 3.12022 -3.14927 0.41780  -0.4707
C: 3.90851 -2.19695 -0.15306  0.5733
O: 4.80068 -2.53534 -0.97402  -0.6683
O: 4.16086 -1.20277 0.57375  -0.6816
H: 2.91161 -2.53834 1.12833  0.1102
O: 2.55904 -1.72822 -3.05623  -0.3309
C: 2.54156 -0.86251 -4.09792  0.4985
O: 2.10792 0.26789 -3.82675  -0.5733
O: 3.12038 -1.09940 -5.13646  -0.7442
H: 2.23314 -1.04831 -2.46200  0.2048
O: 0.61542 -0.89909 1.11306  -0.4358
C: 0.80054 0.01795 0.17890  0.3586
O: 0.74946 -0.39463 -1.04593  -0.7970
O: 1.17508 1.16509 0.42201  -0.5255
H: 0.50855 -1.63822 0.50984  0.1932
C: 2.82604 -1.51523 3.58140  -0.6827
O: 2.40065 -0.19128 3.11943  0.0306
C: 1.47988 0.38440 4.06203  -1.0967
C: 0.88410 1.73929 3.57682  -0.4356
N: 1.82389 2.79507 3.38493  0.2525
C: 2.59103 3.09215 4.58679  -1.0122
C: 1.67584 3.82690 5.68054  -0.7544
O: 0.90911 4.93402 5.21466  -0.3654
C: 1.76125 5.99020 4.79780  -0.6338
H: 3.06618 -2.14332 2.72353  0.0986
H: 2.04094 -2.04758 4.11835  0.3678
H: 3.72392 -1.48078 4.19844  0.3362
H: 1.86866 0.37501 5.08029  0.5865
H: 0.51878 -0.12419 4.13767  0.4731
H: 0.01261 2.08460 4.13303  0.5946
H: 0.42167 1.71421 2.59010  -0.0385
H: 1.33463 3.56447 2.95048  -0.2031
H: 3.39671 3.73830 4.23825  0.4824
H: 3.08475 2.18007 4.92211  0.5589
H: 2.30474 4.17265 6.50093  0.4640
H: 0.89862 3.12251 5.97694  0.3387
H: 2.34134 5.64484 3.94204  0.1779
H: 2.37817 6.38071 5.60713  0.3463
H: 1.19142 6.86168 4.47545  0.2581
C: -0.88647 1.26499 -4.85033  -0.8727
O: -0.77162 1.54114 -3.40567  -0.1068
C: -1.94151 2.14673 -2.78184  -0.5749
C: -1.74556 2.32162 -1.30079  -0.7122
N: -0.68048 3.20766 -0.84545  0.6367
C: -1.18093 4.55022 -0.96793  -0.9926
C: -0.33460 5.50432 -0.04221  -0.8885
O: -0.12286 4.93618 1.25514  0.0819
C: -0.86439 5.51136 2.27915  -0.7809
H: -1.81587 0.77071 -5.13318  0.3002
H: 0.00663 0.74391 -5.19522  0.2378
H: -0.90424 2.22282 -5.37027  0.3090
H: -2.77527 1.44499 -2.80403  0.3937
H: -2.17504 3.03662 -3.36635  0.4656
H: -1.69706 1.34649 -0.81618  0.2399
H: -2.66617 2.70784 -0.86328  0.5092
H: -0.40390 3.20840 0.12594  -0.3241
H: -2.18417 4.53336 -0.54211  0.4339
H: -1.22924 4.89225 -2.00175  0.3678
H: -0.98225 6.38021 -0.00407  0.5677
H: 0.63524 5.68123 -0.50720  0.1349
H: -0.79327 6.59511 2.37155  0.3282
H: -0.40662 5.15276 3.20107  0.1295
H: -1.88392 5.12811 2.23677  0.3172
C: 0.63972 -4.16800 -1.54385  -0.5610
O: -0.08968 -5.38809 -1.17849  -0.3937
C: -1.41387 -5.41048 -1.70636  -0.4252
C: -2.19987 -6.72928 -1.18466  -0.5776
N: -3.59953 -6.88444 -1.78067  -0.3350
C: -3.44263 -7.35555 -3.12670  -0.4953
C: -4.68011 -7.04638 -4.02713  -0.7402
O: -5.81560 -7.95290 -3.78206  -0.3316
C: -7.03287 -7.27497 -3.63514  -0.7212
H: 0.33990 -3.46151 -0.76984  0.2258
H: 0.40006 -3.71051 -2.50373  0.3461
H: 1.71785 -4.24187 -1.40142  0.2259
H: -1.42875 -5.29985 -2.79063  0.2888
H: -2.08957 -4.59410 -1.45129  0.2812
H: -2.30545 -6.63340 -0.10403  0.3630
H: -1.66514 -7.64739 -1.42803  0.3268
H: -4.08847 -7.56569 -1.21769  0.2352
H: -3.08975 -8.36704 -3.32784  0.3640
H: -2.66049 -6.78767 -3.63056  0.3492
H: -4.23173 -7.25175 -4.99918  0.3270
H: -4.92233 -5.98649 -3.94929  0.3992
H: -7.55737 -8.03745 -3.05928  0.2630
H: -7.50874 -6.87876 -4.53218  0.2626
H: -6.87296 -6.40778 -2.99443  0.3360

Properties
maximum force = 0.160 Eh/bohr
energy above the lowest of the compared OMol25 structures with the same formula, charge and spin = 0.0 kcal per mole
M = 868.59 g/mol
charge = 0



What are the lowest unoccupied orbital energy values for these records? In order: 0.78 -0.75 eV.